1.
Computed, not measured: a structure of composition C11H11N3O7STi in a non-equilibrium geometry, with ωB97M-V/def2-TZVPD.

Positions of all 34 atoms, in Å:
Ti: 0.08179 0.37930 0.53573
O: 0.07391 -1.13525 -2.36087
C: 0.90944 -0.68035 -1.55688
O: 1.03308 -1.09873 -0.34349
C: 1.91796 0.34333 -2.04452
C: 2.08278 0.42927 -3.42700
C: 3.03269 1.25256 -4.00461
C: 3.83769 2.02232 -3.16232
C: 3.66772 1.97329 -1.79358
C: 2.69301 1.15437 -1.17223
S: 2.49841 1.24481 0.56585
H: 1.43509 -0.18738 -4.03679
H: 3.14485 1.30092 -5.08190
H: 4.59494 2.67720 -3.58438
H: 4.27670 2.59375 -1.14488
C: -3.38730 -2.05317 1.50786
C: -2.13714 -1.24801 1.44169
N: -1.62247 -0.85695 0.34095
O: -2.24849 -1.28194 -0.82258
C: -1.36049 -0.91708 2.63158
C: -1.75997 -1.21884 4.03415
N: -0.20539 -0.36473 2.34736
O: 0.64905 -0.07189 3.24733
H: -3.59286 -2.49498 0.53764
H: -4.23070 -1.41231 1.78133
H: -3.29626 -2.83519 2.26309
H: -1.52907 -1.20156 -1.49336
H: -1.61151 -2.27372 4.29949
H: -2.81210 -0.97147 4.21445
H: -1.12709 -0.62085 4.69071
O: -2.55193 1.96009 0.67199
N: -1.29823 1.82462 0.43658
O: -0.34298 2.22253 1.29123
O: -0.81514 1.54602 -0.80963

Cartesian forces, eV/Å:
0.7 3.8 -0.7
0.0 0.1 0.1
0.4 -0.8 -0.9
0.3 -0.5 -0.9
0.0 0.0 0.1
0.0 0.0 0.0
0.0 0.0 0.1
0.0 0.0 0.0
-0.1 0.0 0.1
0.0 -0.2 0.0
0.2 0.1 -0.4
0.0 0.0 0.0
0.0 0.0 0.0
0.0 0.0 0.0
0.0 0.0 0.0
-0.2 -0.1 0.1
-0.2 -0.1 -0.1
-0.6 -0.7 -0.5
0.1 0.1 0.2
0.3 0.0 0.0
-0.2 0.0 0.0
-1.1 -1.1 2.6
0.0 0.0 -0.1
0.0 0.0 0.0
0.0 0.0 0.0
0.0 0.0 0.0
0.1 0.1 0.1
0.0 0.0 0.0
0.1 0.0 0.0
0.0 0.0 0.0
0.2 0.3 -0.2
-0.2 -1.6 0.9
0.0 0.4 -0.6
0.1 0.3 0.1

Its charge is -2. The lowest unoccupied orbital energy (alpha / beta) is 0.190 / 0.190 Eh. The value obtained for the total energy is -64335.5552 eV. For the HOMO energy (alpha / beta), the calculation gives 0.394 / 0.400 eV.



2.
Computed, not measured: a cluster of 2 separate species, C5H9F3N5O in total in a non-equilibrium geometry, with ωB97M-V/def2-TZVPD.

Positions of all 23 atoms, in Å:
C: 0.15775 -0.40304 -1.33820
C: 0.53472 0.89604 -0.47789
C: -0.43934 1.91364 1.20078
C: 0.79043 -0.20204 1.85479
C: -3.41351 0.06688 0.02307
N: -0.13435 1.99956 -1.02034
N: 0.26419 0.83336 0.92945
N: -0.67158 2.56339 -0.00177
N: -0.52455 -0.09806 -2.39654
N: 0.83484 -1.50566 -1.12238
O: -1.54443 3.40595 -0.05826
F: -2.39169 -0.83709 0.12504
F: -3.46290 0.49551 -1.26805
F: -3.13166 1.05249 0.87589
H: 1.64735 0.98068 -0.77167
H: -1.00533 2.16881 2.04477
H: 0.42622 0.13438 2.78562
H: 0.19356 -1.03234 1.50581
H: 1.91128 -0.16114 1.92532
H: -0.90125 0.81284 -2.33226
H: -0.78265 -0.72311 -3.13420
H: 1.13130 -1.61422 -0.24476
H: 0.79334 -2.39042 -1.72461

Cartesian forces, eV/Å:
0.8 1.2 -0.4
2.2 -1.6 -1.7
0.1 0.9 -0.9
-0.2 1.9 -1.3
2.0 0.6 -0.9
0.4 -0.1 -0.6
1.4 -0.7 -0.2
-1.8 -0.4 1.8
0.3 -1.4 0.5
-1.8 -1.8 -4.6
-0.4 1.6 -0.3
-1.1 0.4 -0.1
-0.2 -0.5 1.9
-0.8 -0.7 -0.8
-1.0 -0.3 0.9
-0.4 0.3 1.0
-0.4 -0.1 1.3
0.8 -1.2 0.6
-1.1 -0.7 -0.5
-0.7 1.6 -0.4
-0.1 -0.3 -0.2
1.9 -0.8 3.9
-0.1 2.0 1.2

Its charge is +1. The lowest unoccupied orbital energy (alpha / beta) is -0.156 / -0.172 Eh. The calculation puts the energy above the lowest of the compared OMol25 structures with the same formula, charge and spin at 0.432 eV. The value obtained for the total energy is -22968.6267 eV. For the HOMO energy (alpha / beta), the calculation gives -13.050 / -11.142 eV.



3.
Computed, not measured: the molecule C3H4N2O, with ωB97M-V/def2-TZVPD.

Positions of all 10 atoms, in Å:
O: -0.07361 0.79936 2.11784
C: 0.09200 0.22847 0.89902
C: -0.22517 0.78405 -0.30974
N: 0.00627 -0.22975 -1.21891
C: 0.46180 -1.29450 -0.51681
N: 0.54184 -1.04810 0.77155
H: -0.79800 1.42424 1.99168
H: -0.44552 1.80178 -0.59054
H: -0.28060 -0.22690 -2.18347
H: 0.71533 -2.23148 -0.99358

Cartesian forces, eV/Å:
0.0 0.1 0.0
-0.1 0.0 -0.2
0.1 0.0 0.0
0.1 -0.1 0.0
0.0 -0.1 -0.1
-0.2 0.1 -0.1
0.2 0.1 0.4
-0.2 -0.2 0.0
0.2 0.0 0.1
0.0 0.1 0.1

The lowest unoccupied orbital energy is 0.030 Eh. The calculation puts the energy above the lowest of the compared OMol25 structures with the same formula, charge and spin at 0.703 eV. The value obtained for the total energy is -8203.1824 eV. For the HOMO energy, the calculation gives -8.434 eV.



4.
Computed, not measured: a cluster of 3 separate species, C3H12O3 in total in a non-equilibrium geometry, with ωB97M-V/def2-TZVPD.

Positions of all 18 atoms, in Å:
C: 0.91583 0.89545 -0.06710
C: 1.18243 -0.59606 -0.27843
C: 0.08424 -1.41940 0.31906
O: 1.42394 -0.88209 -1.71843
H: 1.78050 1.37639 -0.32110
H: 0.13412 1.09097 -0.75163
H: 0.71358 1.61258 0.89568
H: 2.08913 -0.79367 0.34453
H: 0.38158 -1.47578 1.26013
H: -1.03643 -1.13847 0.24040
H: 0.22789 -2.59450 0.11057
H: 1.01078 -0.13674 -2.06496
O: -2.83333 0.01945 4.79408
H: -2.47955 0.00355 3.84912
H: -2.04449 0.18154 5.31520
O: -0.17940 1.45520 -3.31383
H: -0.15726 2.36209 -2.99515
H: -1.00446 1.49166 -3.81848

Cartesian forces, eV/Å:
-1.3 1.0 1.8
0.5 -0.3 0.6
-1.9 -3.3 -3.5
0.7 -0.9 3.5
2.3 1.4 -1.6
-0.9 0.9 -0.8
-0.1 -3.0 -1.4
-0.3 -0.4 -1.1
0.5 0.3 4.9
2.1 -0.2 -0.2
-0.6 2.5 -0.4
-1.1 2.0 -2.0
0.7 0.0 -2.1
-0.8 0.0 1.9
0.1 0.0 0.2
-0.6 0.4 -0.2
0.4 0.1 0.3
0.2 -0.5 -0.1

The lowest unoccupied orbital energy is 0.017 Eh. The calculation puts the energy above the lowest of the compared OMol25 structures with the same formula, charge and spin at 1.994 eV. The value obtained for the total energy is -9446.0324 eV. For the HOMO energy, the calculation gives -10.284 eV.



Copy entry 4 word for word.
Computed, not measured: a cluster of 3 separate species, C3H12O3 in total in a non-equilibrium geometry, with ωB97M-V/def2-TZVPD.

Positions of all 18 atoms, in Å:
C: 0.91583 0.89545 -0.06710
C: 1.18243 -0.59606 -0.27843
C: 0.08424 -1.41940 0.31906
O: 1.42394 -0.88209 -1.71843
H: 1.78050 1.37639 -0.32110
H: 0.13412 1.09097 -0.75163
H: 0.71358 1.61258 0.89568
H: 2.08913 -0.79367 0.34453
H: 0.38158 -1.47578 1.26013
H: -1.03643 -1.13847 0.24040
H: 0.22789 -2.59450 0.11057
H: 1.01078 -0.13674 -2.06496
O: -2.83333 0.01945 4.79408
H: -2.47955 0.00355 3.84912
H: -2.04449 0.18154 5.31520
O: -0.17940 1.45520 -3.31383
H: -0.15726 2.36209 -2.99515
H: -1.00446 1.49166 -3.81848

Cartesian forces, eV/Å:
-1.3 1.0 1.8
0.5 -0.3 0.6
-1.9 -3.3 -3.5
0.7 -0.9 3.5
2.3 1.4 -1.6
-0.9 0.9 -0.8
-0.1 -3.0 -1.4
-0.3 -0.4 -1.1
0.5 0.3 4.9
2.1 -0.2 -0.2
-0.6 2.5 -0.4
-1.1 2.0 -2.0
0.7 0.0 -2.1
-0.8 0.0 1.9
0.1 0.0 0.2
-0.6 0.4 -0.2
0.4 0.1 0.3
0.2 -0.5 -0.1

The lowest unoccupied orbital energy is 0.017 Eh. The calculation puts the energy above the lowest of the compared OMol25 structures with the same formula, charge and spin at 1.994 eV. The value obtained for the total energy is -9446.0324 eV. For the HOMO energy, the calculation gives -10.284 eV.



Copy entry 3 word for word.
Computed, not measured: the molecule C3H4N2O, with ωB97M-V/def2-TZVPD.

Positions of all 10 atoms, in Å:
O: -0.07361 0.79936 2.11784
C: 0.09200 0.22847 0.89902
C: -0.22517 0.78405 -0.30974
N: 0.00627 -0.22975 -1.21891
C: 0.46180 -1.29450 -0.51681
N: 0.54184 -1.04810 0.77155
H: -0.79800 1.42424 1.99168
H: -0.44552 1.80178 -0.59054
H: -0.28060 -0.22690 -2.18347
H: 0.71533 -2.23148 -0.99358

Cartesian forces, eV/Å:
0.0 0.1 0.0
-0.1 0.0 -0.2
0.1 0.0 0.0
0.1 -0.1 0.0
0.0 -0.1 -0.1
-0.2 0.1 -0.1
0.2 0.1 0.4
-0.2 -0.2 0.0
0.2 0.0 0.1
0.0 0.1 0.1

The lowest unoccupied orbital energy is 0.030 Eh. The calculation puts the energy above the lowest of the compared OMol25 structures with the same formula, charge and spin at 0.703 eV. The value obtained for the total energy is -8203.1824 eV. For the HOMO energy, the calculation gives -8.434 eV.